172
Properties=species:S:1:pos:R:3:forces:R:3 method="wB97M-V/def2-TZVPD" lumo_ev="-1.94 / -3.57" charge=+1 spin_multiplicity=9 s2=20.04 homo_lumo_gap_ev="5.38 / 5.67"
Cu -1.04539 -3.80357 0.42140 1.0 -1.0 0.2
Ag -0.04321 5.37945 -2.86667 -0.1 -1.1 0.7
Mn 2.29279 -1.64227 2.33580 -0.5 -0.7 -1.5
C 1.60383 -3.89663 1.34647 -0.2 5.8 -2.0
O 1.15128 -4.35209 0.32346 -5.2 -6.5 -5.2
O 0.88131 -3.18812 2.03109 -6.6 0.0 7.3
O 2.60384 -3.27212 1.09147 10.1 0.1 0.0
C 0.80866 1.47922 -0.34953 0.0 -2.6 0.5
C -0.09267 2.00092 -1.26410 -0.8 1.5 -0.5
C -1.23003 1.11391 -1.79879 0.7 5.9 -1.5
O -2.15305 1.63400 -2.54843 0.6 -0.3 0.2
C -1.40856 -0.10840 -1.30814 0.8 -3.4 1.6
C -0.52523 -0.70208 -0.31677 2.6 4.2 -1.3
C 0.80600 0.11402 0.05132 -4.2 0.2 -0.9
O 1.65992 -0.42778 0.77945 0.8 -0.1 1.5
O -0.81410 -1.80078 0.10227 -0.4 -3.6 1.6
O 0.03834 3.26810 -1.50374 -0.8 -0.8 -0.8
H 1.57287 2.12594 0.05560 -0.1 -0.4 0.0
H -2.17992 -0.75948 -1.69223 -0.3 0.2 0.1
C -5.14014 3.27069 0.39963 -1.0 0.7 1.0
C -4.11064 2.35558 1.02899 0.6 0.9 -1.9
C -4.45667 1.97035 2.43937 -0.4 -0.8 0.1
O -3.40025 1.33307 3.18807 -0.9 1.0 -1.7
C -3.80541 0.60568 4.31627 2.0 0.1 0.6
N -3.93460 1.21953 0.11028 0.4 -1.1 1.3
H -6.08449 2.75560 0.22356 0.2 -0.4 -0.8
H -4.71157 3.81576 -0.44140 -0.3 -0.5 -0.3
H -5.51287 4.05018 1.06413 0.5 0.3 0.4
H -3.18076 2.92005 0.95975 0.3 0.3 0.8
H -5.28567 1.26623 2.36816 -0.2 -0.3 0.0
H -4.89116 2.86749 2.88032 0.5 0.2 0.7
H -3.46701 1.16128 5.19084 -1.0 0.5 0.5
H -3.05121 -0.17829 4.38451 -0.5 -0.9 -0.3
H -4.82775 0.23015 4.35980 0.1 0.2 -0.2
H -3.62996 1.43174 -0.82900 -0.4 0.9 -0.3
H -3.07038 0.86016 0.48986 0.2 -1.1 0.0
C 6.63862 -1.08955 2.96947 -0.6 -0.1 -1.0
C 5.18271 -1.60173 2.77387 0.9 -1.0 2.6
C 4.65995 -2.06598 4.16673 1.5 -1.3 -1.7
O 3.42986 -2.79082 3.92361 0.4 0.2 2.5
C 3.10726 -3.73913 5.02909 0.2 1.1 -1.2
N 4.22759 -0.65686 2.21308 1.8 0.7 -0.4
H 7.07589 -0.89076 1.99101 -0.1 0.2 -0.2
H 7.27636 -1.87870 3.36777 -0.1 0.1 0.4
H 6.69778 -0.15471 3.52684 0.0 -0.2 0.3
H 5.24802 -2.53122 2.20830 -0.4 0.3 -0.6
H 4.78616 -1.23986 4.86651 -1.4 0.1 0.3
H 5.40095 -2.79003 4.50551 0.0 -0.3 0.1
H 3.84016 -4.54540 4.99886 -0.2 -0.1 0.0
H 2.08630 -4.07149 4.84131 0.2 -0.1 -0.1
H 3.14878 -3.24864 6.00161 0.1 0.2 -0.1
H 4.16286 0.14747 2.82052 -0.3 0.0 1.2
H 4.82241 -0.17612 1.55340 -0.6 -0.2 -1.6
C 1.32092 -2.85325 -7.09298 -0.7 -2.1 0.1
C -0.29148 -2.83133 -7.06028 3.0 -0.4 -1.1
C -0.52683 -2.08630 -5.79436 0.5 0.7 -0.7
O -1.86726 -1.96134 -5.65585 -2.6 -0.9 0.2
C -2.38101 -1.22863 -4.58337 0.0 1.3 -1.0
N -0.74086 -2.23709 -8.34095 -0.2 0.0 1.4
H 1.60121 -3.50357 -6.26435 0.2 0.3 0.4
H 1.88761 -1.92607 -7.00758 -0.7 0.4 0.2
H 1.82064 -3.38113 -7.90521 -0.7 0.0 -0.6
H -0.76505 -3.79792 -6.88843 0.4 -0.4 -0.6
H -0.03426 -1.15466 -6.07278 0.1 0.9 1.1
H -0.10474 -2.61261 -4.93824 0.5 0.2 0.1
H -3.47044 -1.25781 -4.60272 0.0 -0.5 0.0
H -2.15675 -0.19966 -4.86448 0.2 0.5 0.9
H -2.01494 -1.48836 -3.59008 0.3 -0.1 -0.2
H -1.69004 -1.92116 -8.20189 -0.6 -0.2 -0.1
H -0.24203 -1.36098 -8.40182 0.4 0.3 -0.4
C -3.30369 6.84394 -3.19089 0.2 0.0 -1.1
C -2.90170 5.53655 -3.95471 -2.6 2.4 -1.1
C -2.13981 5.73170 -5.28078 1.0 -0.8 1.5
O -0.76734 6.20050 -4.95044 -1.7 0.5 -2.0
C -0.10436 6.34988 -6.21465 1.6 -0.5 -0.2
N -2.32373 4.71321 -3.01567 2.1 -1.7 1.9
H -2.49829 7.57255 -3.09826 0.0 0.2 -0.6
H -3.59532 6.70840 -2.14942 -0.2 -0.6 -0.1
H -4.17074 7.20314 -3.74523 0.2 0.7 0.2
H -3.85867 5.03750 -4.10725 -0.5 0.4 -1.4
H -2.62886 6.33648 -6.04444 0.0 0.6 0.5
H -1.99525 4.77528 -5.78323 -0.1 -0.4 0.2
H 0.75903 7.01140 -6.14361 -0.3 0.4 0.4
H -0.69708 6.63486 -7.08388 -0.6 0.4 0.5
H 0.35358 5.41362 -6.53373 -0.2 -0.5 0.2
H -3.00983 4.75311 -2.27554 0.6 -0.3 0.8
H -2.34389 3.74243 -3.29366 0.5 -0.6 0.0
C -1.28702 -7.63147 2.65265 -0.2 0.2 1.2
C -1.93984 -6.34199 2.16908 0.3 -0.5 1.0
C -1.64618 -5.18924 3.15796 0.0 -1.5 -1.5
O -2.10444 -4.09448 2.43375 0.3 1.3 0.3
C -2.17775 -2.92975 3.22446 0.5 0.2 1.2
N -1.41237 -6.09879 0.80482 -0.1 0.3 0.3
H -1.54787 -7.79244 3.69866 -0.4 -0.4 0.0
H -0.20682 -7.50399 2.72351 0.2 0.1 -0.4
H -1.50556 -8.51530 2.05332 -0.1 0.1 0.1
H -3.02824 -6.39828 2.18676 -0.1 -0.3 -0.4
H -0.57950 -5.15452 3.37951 0.2 0.4 0.1
H -2.22203 -5.35894 4.06775 -0.1 0.1 0.2
H -2.30525 -2.03072 2.62147 -0.5 -0.3 0.0
H -1.28619 -2.77742 3.83277 0.8 -0.1 -0.5
H -2.88918 -3.11548 4.02912 -0.9 0.5 -0.4
H -0.63009 -6.73729 0.82586 1.0 0.6 -0.6
H -2.01509 -6.61284 0.17827 -0.5 0.3 -0.4
C 0.27976 1.33285 3.34265 1.1 0.8 0.0
C 1.70402 0.82058 3.58567 -0.2 3.3 -0.5
C 2.52702 1.58451 4.66184 0.3 0.2 -1.0
O 3.85468 0.96924 4.76616 -0.6 0.7 0.3
C 4.96030 1.84658 5.06954 -0.2 0.0 -0.3
N 1.58320 -0.52910 3.96376 0.3 -0.9 1.9
H 0.29133 2.38934 3.07467 -0.1 0.0 -0.1
H -0.29325 1.22320 4.26337 -0.4 -0.2 -0.2
H -0.07099 0.77000 2.47763 -0.5 0.0 0.3
H 2.19739 0.92614 2.61946 0.3 0.0 0.0
H 1.98208 1.56059 5.60554 0.2 -0.1 0.4
H 2.60881 2.62785 4.35710 0.2 0.1 0.0
H 5.88518 1.26981 5.07573 -0.2 -0.3 -0.1
H 4.93010 2.35230 6.03464 -0.6 -0.1 0.1
H 5.07268 2.59897 4.28890 -0.1 0.2 -0.1
H 2.24843 -0.51490 4.72361 0.4 -1.5 0.4
H 0.69381 -0.59351 4.43802 -0.4 -0.6 -0.1
C 2.36110 0.07256 -3.12917 -1.5 -0.7 -0.5
C 2.49961 -1.38164 -2.70575 1.0 -0.5 -0.5
C 3.52633 -2.05438 -3.61938 -0.4 -1.4 0.5
O 3.92260 -3.37617 -3.10299 0.4 1.7 -0.9
C 4.83738 -4.05721 -3.97032 -1.3 -0.2 0.1
N 2.96743 -1.47540 -1.37049 -0.2 0.5 1.5
H 2.17652 0.00896 -4.20155 0.7 0.9 -0.4
H 3.17964 0.65956 -2.71263 0.3 0.0 -0.8
H 1.45221 0.54237 -2.75327 0.0 -0.2 0.3
H 1.56334 -1.93964 -2.69473 -0.3 0.1 -0.5
H 4.34905 -1.34244 -3.68545 0.6 -0.2 -0.1
H 3.08599 -2.20152 -4.60556 0.1 0.1 -0.3
H 5.87743 -3.73110 -3.97738 0.0 0.3 0.5
H 4.48898 -4.00408 -5.00177 -0.1 0.1 -0.3
H 4.74203 -5.10191 -3.67433 0.4 0.0 0.0
H 3.76304 -0.86662 -1.24206 0.9 -0.1 -0.3
H 2.30399 -0.87913 -0.89674 0.0 -0.8 0.6
C 4.25976 5.92991 0.99297 -1.0 -0.6 0.4
C 3.12383 4.83769 0.99675 0.1 0.7 -0.3
C 1.72792 5.45618 1.33666 0.3 1.2 1.4
O 1.54382 6.31554 2.58106 0.5 0.0 -2.3
C 2.13143 6.04995 3.82543 -1.3 -1.3 -0.2
N 3.03042 4.14957 -0.33705 0.0 0.9 1.0
H 4.28223 6.41015 1.97121 0.0 0.0 0.1
H 4.08310 6.72826 0.27219 -0.2 -0.2 -0.2
H 5.25341 5.52319 0.80493 -0.1 -0.2 -0.1
H 3.34652 4.06691 1.73460 0.2 0.1 0.5
H 0.90756 4.73975 1.37952 0.3 -0.4 -0.2
H 1.50560 6.19404 0.56581 -0.1 -0.1 -0.1
H 2.25654 6.97128 4.39430 0.9 0.1 -0.5
H 2.94362 5.33220 3.71020 0.6 0.6 0.4
H 1.37517 5.54590 4.42718 -0.2 -0.5 0.3
H 2.35107 3.40726 -0.25017 -0.3 0.3 -0.3
H 3.90097 3.65456 -0.46824 0.4 0.1 -0.2
C -4.27491 -2.59681 -1.92125 -0.1 0.2 -0.1
C -4.11847 -2.45046 -0.39489 -0.7 1.5 -2.2
C -5.47554 -2.29966 0.30598 0.0 -0.2 2.4
O -5.18232 -2.33415 1.75128 -0.5 0.3 0.1
C -6.35539 -2.00776 2.54409 1.1 0.5 -1.1
N -3.40977 -3.62373 0.04036 -0.4 -0.3 0.9
H -3.30484 -2.67306 -2.41243 0.1 0.0 0.2
H -4.82952 -1.81915 -2.44637 0.0 0.2 0.3
H -4.78091 -3.53333 -2.15578 -0.2 -0.2 0.1
H -3.46742 -1.60610 -0.16838 -0.4 0.3 0.1
H -6.16141 -3.13702 0.17742 0.1 -0.5 -0.7
H -6.10343 -1.41956 0.16715 0.6 0.4 -0.7
H -6.66268 -1.00103 2.26091 -0.5 0.0 -0.3
H -6.09903 -1.86763 3.59421 0.2 -0.8 0.0
H -7.14228 -2.73521 2.34481 -0.1 0.0 0.3
H -3.99289 -4.36340 -0.32426 0.3 -0.9 -0.3
H -3.70649 -3.60464 1.00561 0.7 -0.6 0.9